DFT (ωB97M-V/def2-TZVPD) results for a 2-piece molecular cluster, C10H16 overall in a non-equilibrium geometry.

The geometry in XYZ format:
```
26
Properties=species:S:1:pos:R:3:forces:R:3
C 3.271 -0.520 -1.495 -2.146 3.421 -1.519
C 2.095 -1.041 -0.708 -0.802 1.802 2.807
C 0.737 -0.329 -1.001 2.608 0.524 2.251
C -0.305 -1.020 -1.423 -3.280 -2.166 -1.482
C -1.604 -0.418 -1.562 0.307 -5.823 -2.355
C -1.753 0.863 -1.482 0.459 4.816 1.057
C -0.655 1.636 -1.050 0.397 1.365 -0.355
C 0.528 1.046 -0.691 1.576 0.435 -1.064
H 2.714 0.386 -2.119 1.929 -2.184 0.910
H 3.636 -1.259 -2.220 0.648 0.596 0.518
H 3.898 0.080 -0.788 0.416 -1.178 -1.160
H 1.926 -2.089 -0.719 0.015 -1.007 -0.362
H 2.375 -0.816 0.408 -0.926 -0.486 -1.722
H -0.256 -2.070 -1.823 0.290 1.009 0.880
H -2.345 -1.114 -2.067 0.521 1.112 1.018
H -2.570 1.509 -1.719 -1.035 -0.532 -0.335
H -0.729 2.747 -1.213 0.106 -1.184 0.816
H 1.445 1.663 -0.489 -1.110 -0.527 0.143
C -2.230 -0.158 2.526 -1.099 4.124 -2.030
C -0.862 0.287 3.063 0.329 3.278 -2.940
H -2.469 -1.041 2.946 -0.682 -3.240 1.476
H -3.037 0.555 2.911 0.877 -0.782 -0.712
H -2.420 -0.306 1.379 0.918 0.648 2.032
H -0.147 -0.227 2.483 1.271 -1.566 0.342
H -0.842 0.263 4.121 0.459 -0.458 0.907
H -0.399 1.373 2.729 -2.046 -1.997 0.879
```
Forces are in eV/Å.

Computed properties:
orbital gap: 10.188 eV
energy relative to the best compared isomer or geometry (same formula, charge and spin): 65.0 kcal per mole
F_max: 6.29 eV Å⁻¹
SMILES string: CCc1ccccc1.CC
E_LUMO: 0.932 eV